<1>
Below is a cluster of 2 separate species, C2H7N2S in total, with properties calculated with ωB97M-V/def2-TZVPD.

ORCA input file:
```
! wB97M-V def2-TZVPD RIJCOSX def2/J DEFGRID3
* xyz -1 1
C 2.24978 1.71422 0.69958
S 1.82096 -0.10239 0.56823
H 1.79200 1.71288 1.66903
H 1.87347 2.34387 0.01194
H 3.35699 1.82939 0.68896
N -1.25976 -0.56503 0.09314
C -1.96207 -0.89481 -1.00450
N -3.15238 -0.45324 -1.26790
H -1.69422 0.09552 0.69890
H -0.10162 -0.68368 0.22806
H -1.62025 -1.61639 -1.64417
H -3.58304 0.16816 -0.69146
*
```

The LUMO energy is 4.277 eV.

=====

<2>
Below is a cluster of 2 separate species, C2H7N2S in total, with properties calculated with ωB97M-V/def2-TZVPD.

ORCA input file:
```
! wB97M-V def2-TZVPD RIJCOSX def2/J DEFGRID3
* xyz -1 1
C 1.73147 0.87018 -1.40527
S 0.11391 1.41599 -2.10043
H 2.01322 1.47865 -0.53869
H 1.70432 -0.18146 -1.09560
H 2.57171 1.00257 -2.09493
N -0.85290 -0.30131 0.27533
C -1.00169 -1.19712 1.28248
N -1.72680 -1.08263 2.33263
H -1.68254 0.28642 0.22699
H -0.30404 -0.04090 -0.57986
H -0.29135 -2.02394 1.32612
H -2.27530 -0.22645 2.37122
*
```

The LUMO energy is 4.193 eV.

=====

<2> comes first in stability; the runner-up is 0.0265 hartree higher.

=====

<1>
Below is the ion C3H6ClN2 with charge +1, with properties calculated with ωB97M-V/def2-TZVPD.

ORCA input file:
```
! wB97M-V def2-TZVPD RIJCOSX def2/J DEFGRID3
* xyz 1 1
C 2.00507 0.64070 1.59088
C 0.29968 0.58271 -0.18190
C -1.68224 -0.71925 -1.17780
N 1.22855 0.60139 0.64785
N -0.42465 -0.77692 -0.37825
Cl 0.05107 1.85482 -1.20773
H 3.02736 0.22081 1.27936
H 1.77770 0.68632 2.70930
H -1.78244 -1.69781 -1.59014
H -1.53393 0.01418 -1.91526
H -2.47579 -0.34728 -0.39993
H -0.49039 -1.05967 0.62362
*
```

The LUMO energy is -5.179 eV.

=====

<2>
Below is the ion C3H6ClN2 with charge +1, with properties calculated with ωB97M-V/def2-TZVPD.

ORCA input file:
```
! wB97M-V def2-TZVPD RIJCOSX def2/J DEFGRID3
* xyz 1 1
C 2.46343 1.69911 -0.03022
C 0.80352 -0.04024 -0.24914
C -1.20494 -1.42828 -0.16406
N 1.55657 0.96026 -0.48106
N -0.47254 -0.19176 -0.28717
Cl 1.95849 -1.72742 0.00602
H 2.71629 1.73479 1.02550
H 2.99638 2.34676 -0.71528
H -1.47146 -1.61527 0.87726
H -0.59673 -2.25197 -0.52761
H -2.12022 -1.35855 -0.74948
H -1.03915 0.65270 -0.35845
*
```

The LUMO energy is -6.026 eV.

=====

<2> comes first in stability; the runner-up is 0.0286 hartree higher.

=====

<1>
Below is a cluster of 2 separate species, C4H12N2P in total, with properties calculated with ωB97M-V/def2-TZVPD.

ORCA input file:
```
! wB97M-V def2-TZVPD RIJCOSX def2/J DEFGRID3
* xyz 1 1
C 3.29837 -1.35853 0.25843
C -1.60661 0.33715 0.05611
C -3.08462 0.70941 0.38587
C -1.23234 -1.00433 -0.39346
N 2.22842 1.08473 -0.20694
N -0.58874 1.18794 0.27570
P 3.55875 0.24616 -0.12153
H 4.18892 -1.88843 0.44713
H 2.41939 -1.72387 -0.25391
H -3.69556 -0.07658 -0.07151
H -3.11094 1.70135 -0.03635
H -3.29184 0.65859 1.45364
H -0.23713 -1.27172 0.03580
H -0.94648 -1.13337 -1.47912
H -1.81399 -1.85958 -0.12443
H 2.38880 2.10273 0.09790
H -0.91547 2.12451 0.55494
H 0.43230 0.94292 0.10218
H 4.90461 0.75335 0.26136
*
```

The LUMO energy is -4.169 eV.

=====

<2>
Below is the ion C4H12N2P with charge +1, with properties calculated with ωB97M-V/def2-TZVPD.

ORCA input file:
```
! wB97M-V def2-TZVPD RIJCOSX def2/J DEFGRID3
* xyz 1 1
C 2.82282 -0.35291 0.14249
C -2.33771 -1.38679 0.51210
C 1.72946 0.61562 -0.39411
C 0.53065 1.03554 0.42959
N -0.27755 -0.06404 0.64688
N -1.37717 -0.13917 0.17486
P -2.22720 1.09770 -0.74578
H 2.77873 -1.39937 -0.10918
H 3.81587 -0.06322 -0.41542
H 2.93159 -0.29586 1.24804
H -3.17387 -1.13188 1.16615
H -1.70277 -1.99879 1.10181
H -2.77432 -1.94810 -0.43510
H 1.32813 0.10486 -1.38033
H 2.13002 1.57714 -0.69529
H 0.81788 1.34459 1.45532
H 0.00933 1.87815 0.01261
H -3.39496 0.44052 -0.84990
H -1.62894 0.68602 -1.86474
*
```

The LUMO energy is -4.975 eV.

=====

<1> comes first in stability; the runner-up is 0.0314 hartree higher.